## A
Formula: C4H4N2O2
Source: OMol25
Level of theory: wB97M-V/def2-TZVPD

Structure (ORCA input):
```
! RIJCOSX wB97M-V def2-TZVPD def2/J DEFGRID3
* xyz 0 1
H -2.2456 -1.6696 0.6590
N -1.9672 -1.7131 -0.3023
C -1.1400 -0.7800 -0.4306
C -0.8222 0.3340 0.5762
C 0.5628 0.7642 0.6962
O 1.1399 1.6913 1.6593
O 1.4519 0.6156 -0.3214
C 0.8606 -0.1331 -1.4665
N -0.2474 -0.7040 -1.5878
H -1.6684 0.6465 1.1617
H 2.2634 1.4219 1.4882
H 1.8124 -0.4737 -2.1319
*
```

HOMO-LUMO gap in eV: 9.4
LUMO energy in eV: 0.3
SMILES: [H]/N=c1\cc(O)ocn1



## B
Formula: C4H4N2O2
Source: OMol25
Level of theory: wB97M-V/def2-TZVPD

Structure (ORCA input):
```
! RIJCOSX wB97M-V def2-TZVPD def2/J DEFGRID3
* xyz 0 1
C 0.0805 -0.9773 0.1572
C -0.2958 0.8639 -0.7859
C 0.1248 1.5532 1.0295
C -0.0979 0.2311 0.4672
H 0.8125 -2.7751 0.3298
H -1.3834 -1.6706 -1.5295
H 1.2669 1.5956 1.3203
H -0.5839 1.9592 1.7443
N -0.1629 -1.1902 -1.2831
N -0.4887 0.0948 -1.8872
O 0.7747 -1.8365 0.9403
O -0.0467 2.1517 -0.5029
*
```

HOMO-LUMO gap in eV: 9.1
LUMO energy in eV: 0.3



Energy above the most stable structure, in kcal/mol: A 0.0; B 66.8



## A
Formula: C4H4N2O2
Source: OMol25
Level of theory: wB97M-V/def2-TZVPD

Structure (ORCA input):
```
! RIJCOSX wB97M-V def2-TZVPD def2/J DEFGRID3
* xyz 0 1
O -2.0573 1.3237 0.0505
C -1.5312 0.2596 -0.0709
O -2.1256 -0.9045 -0.0515
N -0.1715 0.1765 -0.0591
C 0.7306 -0.9351 -0.0329
C 1.9887 -0.4828 -0.0269
N 1.9717 0.8821 0.0130
C 0.7603 1.2834 -0.0872
H -3.1116 -0.7603 0.1408
H 0.2688 -1.9265 0.0184
H 2.8644 -1.2058 0.2089
H 0.4128 2.2898 -0.1031
*
```

HOMO-LUMO gap in eV: 9.9
LUMO energy in eV: 0.4
SMILES: O=C(O)n1ccnc1



## B
Formula: C4H4N2O2
Source: OMol25
Level of theory: wB97M-V/def2-TZVPD

Structure (ORCA input):
```
! RIJCOSX wB97M-V def2-TZVPD def2/J DEFGRID3
* xyz 0 1
O 2.3187 -0.8651 -0.0138
C 1.1471 -0.2628 -0.0237
C 1.0830 1.0863 0.0723
N -0.0673 1.8388 -0.0415
C -1.1309 1.0936 -0.0113
C -1.0861 -0.3562 0.0371
O -2.2879 -0.9266 0.0101
N 0.0282 -1.0548 -0.0099
H 2.2699 -1.8467 0.0539
H 2.0023 1.6406 -0.0213
H -2.0914 1.5429 0.0152
H -2.2326 -1.8564 -0.1056
*
```

HOMO-LUMO gap in eV: 9.5
LUMO energy in eV: 0.6
SMILES: Oc1cncc(O)n1



Energy above the most stable structure, in kcal/mol: A 0.0; B 2.6



## A
Formula: C2H8N2O3
Source: OMol25
Level of theory: wB97M-V/def2-TZVPD

Structure (ORCA input):
```
! RIJCOSX wB97M-V def2-TZVPD def2/J DEFGRID3
* xyz 0 1
C 1.5271 1.0802 0.8047
C 0.7525 0.0138 0.0542
O 1.3394 -0.3674 -1.1421
O 0.4478 -1.0622 0.7465
O -0.6969 0.7809 -0.4449
N -1.8597 0.1790 0.0746
N -1.7937 -1.1680 -0.5393
H 2.5799 0.8086 0.8402
H 1.1328 1.1709 1.8120
H 1.3986 2.0249 0.2817
H 1.5197 0.4157 -1.6742
H -0.4560 -1.5869 0.1816
H -1.6773 -0.0105 1.0694
H -1.4666 -0.7624 -1.4719
H -2.7476 -1.5166 -0.5924
*
```

HOMO-LUMO gap in eV: 9.8
LUMO energy in eV: 0.9
SMILES: CC(O)(O)ONN



## B
Formula: C2H8N2O3
Source: OMol25
Level of theory: wB97M-V/def2-TZVPD

Structure (ORCA input):
```
! RIJCOSX wB97M-V def2-TZVPD def2/J DEFGRID3
* xyz 0 1
C 1.0912 -0.2372 -0.1545
C -0.0691 1.1731 0.7209
N -0.5219 -1.5248 -1.1804
N 0.4096 -1.4666 -0.0546
O -0.7185 2.2008 0.0125
O -1.1703 0.5380 1.3988
O 0.8424 1.6711 1.6729
H 1.9925 -0.1356 0.4693
H 1.2357 0.0191 -1.1581
H -0.8629 -2.5045 -1.1779
H -1.3567 -1.0098 -0.7970
H -0.0956 -1.5127 0.8874
H -1.5584 1.7948 -0.3358
H -1.4403 1.3420 1.9746
H 1.5147 2.3597 1.2958
*
```

HOMO-LUMO gap in eV: 8.9
LUMO energy in eV: 0.6



Energy above the most stable structure, in kcal/mol: A 3.5; B 0.0



## A
Formula: C3H4N2
Source: OMol25
Level of theory: wB97M-V/def2-TZVPD

Structure (ORCA input):
```
! RIJCOSX wB97M-V def2-TZVPD def2/J DEFGRID3
* xyz 0 1
N 0.1652 -0.1150 1.0488
C 0.7243 -0.8846 0.0556
C 0.1848 -0.5805 -1.1919
C -0.8856 0.3068 -0.7947
N -0.7599 0.7324 0.6204
H 0.4478 -0.0595 2.0288
H 1.4722 -1.6177 0.3385
H 0.2029 1.2506 -0.7138
H -1.5517 0.9677 -1.3918
*
```

HOMO-LUMO gap in eV: 8.4
LUMO energy in eV: 0.2



## B
Formula: C3H4N2
Source: OMol25
Level of theory: wB97M-V/def2-TZVPD

Structure (ORCA input):
```
! RIJCOSX wB97M-V def2-TZVPD def2/J DEFGRID3
* xyz 0 1
C -1.0882 -0.1805 -0.0441
N -0.7525 -1.3558 0.0129
N 0.5867 -1.4113 -0.0495
C 1.1763 -0.3017 0.0778
C 0.1179 0.6419 -0.0176
H -2.1235 0.0461 0.0055
H 2.3515 -0.1979 -0.0655
H 0.0851 1.5358 -0.8200
H -0.3532 1.2234 0.9005
*
```

HOMO-LUMO gap in eV: 10.5
LUMO energy in eV: 0.9
SMILES: C1=NN=CC1



## C
Formula: C3H4N2
Source: OMol25
Level of theory: wB97M-V/def2-TZVPD

Structure (ORCA input):
```
! RIJCOSX wB97M-V def2-TZVPD def2/J DEFGRID3
* xyz 0 1
H -2.2091 -1.6825 0.1733
N -2.1620 -0.6146 0.0830
C -1.0986 0.0453 0.1217
C -0.3968 1.3101 -0.0020
C 0.3870 0.2212 0.0628
N 1.7379 -0.3140 0.0169
H -0.6333 2.3495 -0.0965
H 2.4360 0.0087 -0.6211
H 1.9389 -1.3238 0.2618
*
```

HOMO-LUMO gap in eV: 9.2
LUMO energy in eV: 0.8
SMILES: [H]/N=c1/cc1N



Energy above the most stable structure, in kcal/mol: A 58.6; B 0.0; C 3.5



## A
Formula: C3H4N2
Source: OMol25
Level of theory: wB97M-V/def2-TZVPD

Structure (ORCA input):
```
! RIJCOSX wB97M-V def2-TZVPD def2/J DEFGRID3
* xyz 0 1
C 0.5909 0.1723 -1.5578
C 0.4075 -0.4946 2.2012
C -0.4630 0.8362 -1.2790
N -0.5096 0.0852 -2.5928
N 0.5517 -0.5233 3.3490
H 1.3083 -0.5480 -1.1985
H -1.2299 -0.6827 -2.3696
H -0.9704 1.6374 -0.8306
H 0.3144 -0.4825 4.2781
*
```

HOMO-LUMO gap in eV: 9.3
LUMO energy in eV: 1.1



## B
Formula: C3H4N2
Source: OMol25
Level of theory: wB97M-V/def2-TZVPD

Structure (ORCA input):
```
! RIJCOSX wB97M-V def2-TZVPD def2/J DEFGRID3
* xyz 0 1
C -1.5268 1.0793 0.0041
C -0.0341 -0.2282 0.0048
C 1.4016 -0.4379 0.0033
N -2.1293 -0.0426 -0.0073
N -1.0681 -0.9692 0.0012
H -1.9525 2.0689 0.0066
H 1.6322 -1.4374 0.3706
H 1.8918 0.3061 0.6303
H 1.7852 -0.3390 -1.0135
*
```

HOMO-LUMO gap in eV: 9.4
LUMO energy in eV: 0.2



## C
Formula: C3H4N2
Source: OMol25
Level of theory: wB97M-V/def2-TZVPD

Structure (ORCA input):
```
! RIJCOSX wB97M-V def2-TZVPD def2/J DEFGRID3
* xyz 0 1
N -2.7311 -0.2271 -0.0563
C -1.6752 0.0475 0.1245
C -0.2489 0.1145 0.3614
C 0.7361 -0.5413 -0.4643
N 0.6260 0.9336 -0.4055
H -0.1856 0.0899 1.4514
H 1.6181 -0.9226 0.2228
H 0.4652 -0.8766 -1.3844
H 1.3952 1.3821 0.1504
*
```

HOMO-LUMO gap in eV: 11.3
LUMO energy in eV: 0.7
SMILES: N#C[C@H]1CN1



Energy above the most stable structure, in kcal/mol: A 77.0; B 64.7; C 0.0



## A
Formula: C3H8Se
Source: OMol25
Level of theory: wB97M-V/def2-TZVPD

Structure (ORCA input):
```
! RIJCOSX wB97M-V def2-TZVPD def2/J DEFGRID3
* xyz 0 1
Se 3.4466 -0.1707 -0.3689
H 4.6788 0.7334 -0.5770
H 2.6090 0.8347 0.2500
C 0.0069 0.3852 0.0303
C -0.9360 -0.5415 -0.1811
C -2.2637 -0.3325 0.3275
H 0.9819 0.1024 -0.5172
H -0.0384 1.3059 0.4723
H -0.5448 -1.4805 -0.5367
H -2.6501 -1.2150 0.7109
H -2.4286 0.5749 0.9287
H -2.8617 -0.1965 -0.5388
*
```

HOMO-LUMO gap in eV: 10.1
LUMO energy in eV: 0.8
SMILES: [SeH2].C=CC



## B
Formula: C3H8Se
Source: OMol25
Level of theory: wB97M-V/def2-TZVPD

Structure (ORCA input):
```
! RIJCOSX wB97M-V def2-TZVPD def2/J DEFGRID3
* xyz 0 1
C -1.0600 -1.0831 0.0998
C 0.5686 0.4688 -1.1175
C 0.2743 -0.4007 0.0228
Se 0.1890 1.4940 2.5448
H -1.0662 -2.0457 -0.4703
H -1.7196 -0.3358 -0.4038
H -1.3428 -1.5000 1.0478
H -0.4169 0.8122 -1.5891
H 1.0966 1.3200 -0.7701
H 1.3339 -0.0165 -1.7693
H 0.9771 -0.9493 0.7205
H 1.1660 2.2361 1.6844
*
```

HOMO-LUMO gap (alpha / beta) in eV: 6.3 / 6.3
LUMO energy (alpha / beta) in eV: -1.5 / -1.5



Energy above the most stable structure, in kcal/mol: A 0.0; B 28.7